Below is C5H9NO2S in the gas phase, with properties calculated with the ωB97M-V functional and the def2-TZVPD basis.

Cartesian coordinates (Å):
C  1.15075  -0.81450  -2.00624
C  -0.59318  0.70455  -0.92086
C  -0.29485  -0.41094  -1.86960
C  0.23768  -1.60497  -1.11809
C  -0.31105  0.69163  3.13024
N  -0.76121  0.42403  1.78467
O  0.30860  -1.41790  0.25491
O  1.55058  0.71841  0.70815
S  0.21178  0.19474  0.64611
H  1.47469  -1.26074  -2.93484
H  1.88910  -0.19634  -1.51714
H  -0.14095  1.65437  -1.18721
H  -1.65166  0.82140  -0.70853
H  -0.96625  -0.56488  -2.70301
H  -0.06545  -2.61538  -1.36552
H  0.68979  1.13463  3.13937
H  -1.01929  1.38584  3.58431
H  -0.29487  -0.23110  3.71684

The structure (SMILES) is CN=[S@]1(=O)C[C@H]2C[C@H]2O1. The calculation puts the HOMO energy at -9.24 eV. As for the total energy: -799.24097 a.u. The value obtained for the LUMO energy is 0.85 eV. Its frontier orbital gap is 10.088 eV.

Below is a molecular structure, C3H6NO3, with properties calculated with the ωB97M-V functional and the def2-TZVPD basis.

Cartesian coordinates (Å):
C  -2.61512  0.34935  -0.05269
C  -1.48147  0.28415  0.75536
O  -1.13029  -0.79441  1.24380
H  -2.89242  1.28741  -0.51005
H  -3.16234  -0.51417  -0.37345
H  -0.91168  1.15096  1.01768
H  0.00989  -0.96309  0.96016
N  2.73817  -0.09094  -0.70685
C  1.46508  -0.09216  -0.24152
O  0.68545  0.83067  -0.57323
O  1.13901  -1.07113  0.52287
H  3.25991  -0.94349  -0.59016
H  2.89580  0.56686  -1.45192

The calculation puts the HOMO energy (alpha / beta) at -9.61 / -9.57 eV. As for the total energy: -398.33267 a.u. The multiplicity is 2. The value obtained for the LUMO energy (alpha / beta) is 0.93 / -2.62 eV. Its frontier orbital gap (alpha / beta) is 10.538 / 6.948 eV.